This record from OMol25 describes a 2-piece molecular cluster, C6H7Br2NO2 overall. The level of theory is wB97M-V/def2-TZVPD.

## Properties
- DFT total energy (eV) = -151998.31231
- SMILES = C=C(Br)/C(C)=[N+](/[O-])O.C#CBr
- E_LUMO (alpha / beta) (eV) = 0.03 / 0.03
- ΔE to the lowest compared entry with this formula, charge and spin (kJ/mol) = 138.1
- E_HOMO (alpha / beta) (eV) = -8.829 / -8.829
- HOMO-LUMO gap (alpha / beta) (eV) = 8.862 / 8.862

CARTESIAN COORDINATES (ANGSTROEM)
C: -2.903 1.764 0.928
C: 3.074 0.034 -0.325
C: -3.341 0.822 0.296
C: 1.793 0.351 -0.103
C: 0.400 -1.493 -1.304
C: 0.685 -0.524 -0.099
N: -0.218 -0.462 0.841
O: -0.173 0.566 1.798
O: -1.238 -1.190 1.087
Br: -4.250 -0.569 -0.559
Br: 1.461 2.256 -0.230
H: -2.407 2.563 1.307
H: -1.026 0.990 1.858
H: 3.835 0.744 -0.609
H: 3.465 -0.928 -0.154
H: -0.303 -0.947 -1.997
H: 1.261 -1.668 -1.884
H: -0.114 -2.309 -0.852

Forces on the atoms, in the same order (eV/Å):
C -1.517 -3.146 -2.193
C -0.663 0.680 0.360
C -0.500 0.141 0.334
C 2.403 1.826 -0.988
C -1.344 2.691 1.429
C -1.601 -1.516 -0.508
N -3.287 -0.216 1.715
O 3.231 -0.156 -0.124
O 1.645 0.196 -1.702
Br 0.996 1.338 0.841
Br -0.286 -0.054 -0.094
H 0.932 1.925 0.986
H -1.125 -0.490 -0.553
H -0.218 0.386 0.241
H -0.019 -1.412 -0.103
H 0.422 -0.516 0.808
H 1.132 -0.627 -0.212
H -0.201 -1.051 -0.236

This record from OMol25 describes a 4-piece molecular cluster, C19H16F3O3 overall. The level of theory is wB97M-V/def2-TZVPD.

## Properties
- total charge = -1
- DFT total energy (eV) = -34257.59022
- E_LUMO (eV) = 2.89
- ΔE to the lowest compared entry with this formula, charge and spin (kJ/mol) = 128.9
- E_HOMO (eV) = -3.638
- HOMO-LUMO gap (eV) = 6.533

CARTESIAN COORDINATES (ANGSTROEM)
O: 1.744 0.109 -4.052
C: 1.448 1.153 -3.261
O: 2.350 1.827 -2.748
O: 0.324 1.606 -3.096
H: 2.622 0.042 -3.669
F: -0.757 2.342 -0.630
C: -1.740 1.647 -0.084
C: -2.726 1.000 -0.868
C: -3.802 0.445 -0.207
C: -3.992 0.598 1.167
C: -2.987 1.176 1.922
C: -1.858 1.758 1.323
H: -2.642 0.840 -1.933
H: -4.639 0.017 -0.739
H: -4.777 0.039 1.655
H: -3.040 1.164 3.000
H: -0.947 2.059 1.817
F: 1.642 -2.584 0.645
C: 0.640 -2.758 -0.329
C: 0.714 -2.297 -1.598
C: -0.318 -2.413 -2.499
C: -1.473 -3.172 -2.190
C: -1.584 -3.648 -0.866
C: -0.530 -3.397 0.046
H: 1.587 -1.737 -1.901
H: -0.311 -1.786 -3.379
H: -2.335 -3.327 -2.822
H: -2.421 -4.249 -0.541
H: -0.629 -3.843 1.024
F: 1.988 3.306 0.227
C: 2.339 2.356 1.095
C: 2.507 1.031 0.708
C: 2.676 0.084 1.754
C: 2.858 0.508 3.075
C: 2.732 1.855 3.328
C: 2.393 2.724 2.376
H: 2.335 0.752 -0.321
H: 2.659 -0.967 1.508
H: 2.962 -0.157 3.920
H: 2.751 2.185 4.356
H: 2.235 3.712 2.785

Forces on the atoms, in the same order (eV/Å):
O 0.231 -1.391 0.024
C -1.869 4.730 1.348
O 4.116 -1.114 0.537
O -3.585 -1.845 -1.228
H 1.075 -0.722 -0.717
F 0.215 -0.418 -0.275
C -1.398 0.505 0.654
C 0.916 0.063 0.531
C -0.884 0.679 0.595
C 0.864 -0.709 -0.137
C 0.812 0.495 0.167
C -0.345 -1.463 -1.593
H 0.384 0.414 -0.070
H 0.227 -0.338 -0.408
H -0.311 0.300 0.059
H -0.111 0.044 0.152
H -0.276 0.448 0.445
F -1.311 -0.378 -1.775
C -0.710 -0.781 1.779
C 1.631 1.341 -0.698
C -1.949 -0.576 -0.160
C 0.584 0.405 1.692
C 1.712 0.533 -0.501
C -0.764 -1.063 0.124
H 0.078 0.199 -0.058
H 0.383 -0.274 -0.329
H 0.246 0.240 -0.467
H -0.124 0.107 0.025
H 0.135 0.227 0.271
F 0.145 0.001 -0.556
C -0.536 -0.600 -2.099
C -0.508 -0.419 1.140
C 0.418 0.628 -0.494
C -0.344 -0.333 -0.745
C 0.128 -1.837 2.307
C 0.277 2.477 1.559
H 0.154 0.049 -0.178
H 0.158 0.107 0.016
H 0.172 -0.331 -0.191
H 0.180 0.119 0.155
H -0.214 0.481 -0.899

Number 1: maximum force 4.12 eV/Å. Number 2: maximum force 5.26 eV/Å.